Arrangement one

18
Properties=species:S:1:pos:R:3:nbo_charge:R:1 method="wB97M-V/def2-TZVPD" charge=0 e_lumo_ev=0.773 smiles=Cc1c[nH]cn1.CO multiplicity=1 homo_ev=-8.82 homo_lumo_gap_ev=9.594
C 1.368 2.753 1.349 -0.25
O 1.208 2.670 -0.039 -0.73
H 1.390 1.791 -0.369 0.48
H 2.284 3.267 1.660 0.15
H 0.551 3.370 1.750 0.17
H 1.335 1.782 1.852 0.18
C -2.095 0.401 -0.075 -0.65
C -1.079 -0.660 -0.355 0.09
C 0.817 -1.634 0.183 0.17
C -0.944 -1.759 -1.120 -0.11
N 0.110 -0.579 0.446 -0.48
N 0.221 -2.383 -0.809 -0.53
H 1.655 -2.100 0.676 0.19
H -2.487 0.907 -0.944 0.23
H -1.702 1.057 0.696 0.25
H 0.511 -3.291 -1.144 0.42
H -1.631 -2.223 -1.804 0.21
H -2.832 -0.147 0.534 0.22

Arrangement two

18
Properties=species:S:1:pos:R:3:nbo_charge:R:1 method="wB97M-V/def2-TZVPD" charge=0 e_lumo_ev=-0.651 multiplicity=1 homo_ev=-8.17 homo_lumo_gap_ev=7.515
C 1.002 2.273 1.062 -0.67
C 1.588 0.056 0.039 -0.76
C 0.909 0.769 0.997 0.45
O 0.107 0.248 1.879 -0.72
H 2.283 0.560 -0.619 0.21
H 0.003 2.711 0.994 0.22
H 1.407 2.556 2.037 0.23
H 1.639 2.688 0.282 0.21
H -0.019 -0.412 -0.743 0.45
H 1.708 -1.016 0.153 0.22
C -1.423 -1.946 0.049 0.14
C -1.430 -0.786 -2.163 0.05
N -0.902 -0.965 -1.028 -0.46
N -1.094 -1.838 1.221 -0.56
H -0.375 -0.805 1.593 0.45
H -2.079 -2.671 -0.449 0.14
H -2.302 -1.368 -2.453 0.20
H -1.020 -0.054 -2.852 0.21

Arrangement three

18
Properties=species:S:1:pos:R:3:nbo_charge:R:1 method="wB97M-V/def2-TZVPD" charge=0 e_lumo_ev="0.750 / 0.752" multiplicity=1 homo_ev="-7.43 / -7.43" homo_lumo_gap_ev="8.185 / 8.186"
C 1.397 1.557 0.451 -0.64
N 0.210 -0.809 -0.278 -0.03
C -1.124 -0.209 -0.111 0.11
N 0.709 -1.745 0.665 -0.66
C -0.908 1.110 -0.623 -0.34
C 0.463 1.346 -0.706 0.00
C -2.122 -0.783 0.574 -0.48
O 0.297 -1.421 -1.554 -0.57
H 1.251 -1.527 -1.697 0.47
H 0.046 -2.514 0.774 0.34
H 0.799 -1.260 1.552 0.36
H -1.626 1.563 -1.289 0.22
H 0.814 1.863 -1.603 0.18
H -3.018 -0.225 0.792 0.21
H -2.099 -1.825 0.860 0.19
H 1.479 2.625 0.648 0.23
H 1.029 1.051 1.343 0.20
H 2.403 1.203 0.204 0.21

Energy ordering: arrangement one at the bottom, the next structure 0.0888 hartree above.

Arrangement one

8
Properties=species:S:1:pos:R:3:nbo_charge:R:1 method="wB97M-V/def2-TZVPD" charge=0 e_lumo_ev=0.288 smiles=COP(Br)Br multiplicity=1 homo_ev=-9.61 homo_lumo_gap_ev=9.902
C -0.765 0.544 -0.939 -0.28
O 0.485 0.170 -0.165 -0.86
P 0.534 -1.191 0.755 0.98
Br 2.758 -1.174 0.844 -0.22
Br 0.067 -0.454 2.783 -0.25
H -0.678 1.624 -0.633 0.22
H -1.723 0.029 -0.587 0.20
H -0.678 0.451 -2.058 0.21

Arrangement two

8
Properties=species:S:1:pos:R:3:nbo_charge:R:1 method="wB97M-V/def2-TZVPD" charge=0 e_lumo_ev="-0.377 / -0.972" multiplicity=1 homo_ev="-8.23 / -8.53" homo_lumo_gap_ev="7.851 / 7.558"
C 0.752 0.361 -0.126 -0.06
O 2.010 0.160 -0.804 -0.68
P -1.476 -0.679 0.850 0.38
Br -2.562 -2.331 -0.322 -0.24
Br -2.539 0.983 0.054 -0.18
H 0.226 1.153 -0.520 0.16
H 0.916 0.497 0.990 0.15
H 2.674 -0.144 -0.122 0.48

Energy ordering: arrangement one at the bottom, the next structure 0.1045 hartree above.

Arrangement one

21
Properties=species:S:1:pos:R:3:nbo_charge:R:1 method="wB97M-V/def2-TZVPD" charge=0 e_lumo_ev=0.424 smiles="CC(=O)[C@H](C)[C@H](O)C(N)=O" multiplicity=1 homo_ev=-9.39 homo_lumo_gap_ev=9.812
C 1.572 -1.465 0.316 -0.73
C 0.351 1.159 -0.978 0.63
C 0.802 -0.310 0.924 0.62
N 1.203 2.202 -0.820 -0.83
O 0.232 0.552 -2.034 -0.64
O 1.358 0.456 1.734 -0.58
H 1.770 2.493 -1.604 0.40
H 1.444 2.509 0.116 0.41
H 1.963 -2.077 1.133 0.25
H 2.408 -1.062 -0.260 0.25
H 0.992 -2.107 -0.344 0.23
C -1.415 -1.445 0.103 -0.63
C -0.950 1.066 0.167 0.08
C -0.745 -0.280 0.825 -0.37
O -2.154 1.266 -0.485 -0.69
H -2.205 0.651 -1.239 0.48
H -0.748 1.892 0.850 0.20
H -1.122 -0.250 1.854 0.23
H -1.170 -2.392 0.591 0.22
H -2.503 -1.329 0.087 0.23
H -1.085 -1.531 -0.937 0.22

Arrangement two

21
Properties=species:S:1:pos:R:3:nbo_charge:R:1 method="wB97M-V/def2-TZVPD" charge=0 e_lumo_ev=0.713 smiles="COC[C@@H]1OC(=O)C[C@@H]1N" multiplicity=1 homo_ev=-9.55 homo_lumo_gap_ev=10.258
C -1.865 -1.141 -1.161 -0.27
O -0.481 -1.263 -1.561 -0.56
C 0.367 -1.688 -0.480 -0.10
C 1.003 -0.523 0.405 0.05
O 0.387 -0.526 1.750 -0.57
C 0.342 0.794 2.344 0.82
O 0.641 1.134 3.494 -0.53
C -0.148 1.700 1.084 -0.52
C 0.846 1.017 0.006 -0.07
N 0.782 1.455 -1.414 -0.81
H -1.962 -0.472 -0.244 0.18
H -2.413 -0.654 -2.052 0.20
H -2.329 -2.177 -1.040 0.19
H 1.213 -2.398 -0.810 0.21
H -0.292 -2.329 0.223 0.20
H 2.095 -0.773 0.670 0.20
H -1.234 1.435 0.854 0.22
H 0.082 2.816 1.239 0.25
H 1.860 1.461 0.351 0.19
H 1.325 0.779 -1.985 0.37
H -0.220 1.355 -1.675 0.36

Energy ordering: arrangement one at the bottom, the next structure 0.0763 hartree above.

Arrangement one

6
Properties=species:S:1:pos:R:3:nbo_charge:R:1 method="wB97M-V/def2-TZVPD" charge=0 e_lumo_ev=0.098 smiles="OOC=S" multiplicity=1 homo_ev=-9.44 homo_lumo_gap_ev=9.537
C -0.054 0.106 0.944 -0.01
O -0.377 0.108 -1.467 -0.45
O 0.487 -0.067 -0.341 -0.26
S 0.982 0.014 2.114 0.05
H -1.080 0.174 0.998 0.19
H 0.042 -0.336 -2.249 0.48

Arrangement two

6
Properties=species:S:1:pos:R:3:nbo_charge:R:1 method="wB97M-V/def2-TZVPD" charge=0 e_lumo_ev=0.238 multiplicity=1 homo_ev=-8.55 homo_lumo_gap_ev=8.792
C -0.973 -0.566 0.660 -0.46
O -0.973 -0.145 -0.829 -0.67
O 1.149 0.903 -0.147 -0.88
S -0.437 0.948 0.181 1.35
H -0.154 -1.173 0.717 0.14
H 1.388 0.033 -0.583 0.51

Energy ordering: arrangement one at the bottom, the next structure 0.0331 hartree above.